Model a:
C4H28BO22 | ωB97M-V with the def2-TZVPD basis set

```
! wB97M-V def2-TZVPD RIJCOSX def2/J DEFGRID3
* xyz -1 1
O 21.91 1.32 -11.78
C 20.97 1.97 -11.29
O 20.98 3.29 -11.07
B 19.73 3.83 -10.59
O 18.86 2.66 -10.49
C 19.54 1.55 -10.98
O 19.21 0.42 -11.00
O 19.34 4.85 -11.54
C 19.30 6.00 -10.90
O 19.23 7.08 -11.38
C 19.49 5.68 -9.33
O 19.83 4.41 -9.24
O 19.39 6.54 -8.46
O 22.01 -1.72 -12.70
H 21.62 -0.90 -12.42
H 21.51 -1.98 -13.47
O 21.79 7.16 -12.80
H 21.21 7.80 -13.21
H 22.29 7.67 -12.16
O 16.81 -1.02 -12.14
H 16.98 -0.90 -11.21
H 17.43 -1.69 -12.41
O 20.17 -2.26 -8.97
H 21.11 -2.40 -8.83
H 20.05 -1.32 -8.90
O 16.77 0.35 -9.14
H 15.91 0.77 -9.13
H 17.25 0.80 -9.83
O 22.96 1.81 -14.28
H 22.78 1.99 -13.35
H 23.35 0.94 -14.28
O 24.28 3.55 -10.14
H 23.86 3.26 -10.95
H 23.61 4.04 -9.68
O 18.31 9.43 -9.80
H 18.73 8.60 -10.00
H 17.61 9.21 -9.19
O 19.44 0.80 -14.46
H 19.40 0.92 -13.52
H 19.19 1.65 -14.82
O 19.01 5.44 -6.07
H 18.47 4.66 -6.24
H 19.03 5.90 -6.90
O 21.22 2.06 -7.18
H 20.83 1.96 -6.32
H 20.95 2.93 -7.48
O 19.89 5.02 -14.34
H 19.99 5.33 -13.44
H 19.09 4.49 -14.32
O 16.51 6.81 -12.91
H 16.38 7.67 -12.52
H 17.35 6.51 -12.56
O 18.99 9.50 -13.84
H 18.91 8.72 -13.29
H 18.70 9.21 -14.71
*
```

HOMO, hartree: -0.315
M, g mol⁻¹: 439.058
Kohn-Sham gap, eV: 10.2

Mulliken population analysis, charges in e, atoms 1 to 4: number 1, O, carries -0.81; number 2, C, carries 0.98; number 3, O, carries -0.42; number 4, B, carries 0.95

=====

Model b:
C4H28BO22 | ωB97M-V with the def2-TZVPD basis set

```
! wB97M-V def2-TZVPD RIJCOSX def2/J DEFGRID3
* xyz -1 1
O -2.16 3.33 0.49
C -1.50 2.35 0.59
O -0.96 1.58 -0.37
B -0.39 0.40 0.24
O -0.41 0.61 1.71
C -1.10 1.71 1.92
O -1.42 2.19 2.97
O 0.98 0.20 -0.33
C 1.06 -1.02 -0.83
O 2.03 -1.54 -1.31
C -0.32 -1.63 -0.76
O -1.12 -0.83 -0.13
O -0.54 -2.78 -1.07
O -4.80 1.42 0.41
H -4.89 0.50 0.67
H -3.93 1.49 0.01
O -0.55 4.97 3.14
H -0.28 5.12 4.05
H -0.94 4.08 3.15
O 0.59 -2.95 -4.12
H 1.08 -2.74 -3.31
H 0.48 -3.91 -4.09
O -1.41 -5.14 0.49
H -0.50 -5.18 0.79
H -1.42 -4.44 -0.18
O 3.67 -1.32 -3.55
H 3.00 -1.67 -2.94
H 3.48 -1.75 -4.39
O -3.83 5.00 2.57
H -3.21 4.90 1.84
H -3.31 5.41 3.27
O 4.79 -0.03 -0.98
H 4.52 0.66 -1.60
H 4.87 -0.82 -1.51
O 3.80 -0.72 1.65
H 3.96 -0.94 0.72
H 3.78 0.24 1.66
O -3.47 -2.99 -2.33
H -3.84 -3.87 -2.17
H -2.52 -3.10 -2.20
O 2.06 -4.60 -2.23
H 1.82 -4.15 -1.41
H 2.66 -5.31 -1.96
O -3.80 2.32 5.08
H -4.10 1.54 5.57
H -3.19 1.97 4.42
O 3.64 2.47 -0.83
H 3.60 2.96 -1.66
H 2.73 2.16 -0.69
O 1.14 -1.71 2.81
H 0.73 -1.15 2.14
H 2.08 -1.69 2.58
O -0.85 3.13 -2.87
H -0.77 2.23 -3.20
H -1.00 3.03 -1.93
*
```

HOMO, hartree: -0.308
M, g mol⁻¹: 439.058
Kohn-Sham gap, eV: 10.2

Mulliken population analysis, charges in e, atoms 1 to 4: number 1, O, carries -0.51; number 2, C, carries 0.47; number 3, O, carries -0.23; number 4, B, carries 1.11

=====

Model c:
C4H28BO22 | ωB97M-V with the def2-TZVPD basis set

```
! wB97M-V def2-TZVPD RIJCOSX def2/J DEFGRID3
* xyz -1 1
O 19.91 -10.29 -11.80
C 19.42 -11.34 -11.45
O 19.55 -12.49 -12.02
B 18.75 -13.49 -11.26
O 18.01 -12.76 -10.26
C 18.36 -11.47 -10.30
O 17.92 -10.59 -9.65
O 19.63 -14.47 -10.63
C 19.45 -15.63 -11.24
O 20.08 -16.62 -11.01
C 18.26 -15.49 -12.28
O 17.88 -14.22 -12.19
O 17.89 -16.28 -13.09
O 19.72 -17.31 -8.26
H 18.89 -16.84 -8.38
H 20.10 -17.37 -9.15
O 17.52 -8.89 -13.05
H 17.70 -8.57 -13.94
H 18.32 -9.36 -12.79
O 23.14 -16.35 -12.34
H 24.06 -16.37 -12.07
H 22.72 -17.06 -11.84
O 19.50 -19.44 -12.23
H 18.87 -20.15 -12.08
H 19.34 -18.82 -11.50
O 15.72 -17.65 -15.77
H 15.83 -17.27 -16.65
H 16.27 -17.11 -15.21
O 18.60 -17.93 -15.12
H 18.49 -17.51 -14.25
H 18.47 -18.87 -14.94
O 17.17 -17.78 -10.15
H 16.63 -18.55 -9.98
H 17.01 -17.56 -11.08
O 20.29 -8.39 -9.00
H 19.84 -7.65 -9.42
H 20.56 -8.96 -9.73
O 16.36 -13.39 -7.72
H 16.64 -14.31 -7.74
H 16.73 -13.01 -8.53
O 15.18 -10.23 -9.13
H 15.88 -10.71 -8.69
H 15.62 -9.74 -9.83
O 22.64 -9.70 -10.91
H 23.11 -9.08 -11.47
H 21.89 -10.00 -11.44
O 22.23 -13.72 -10.01
H 21.98 -13.51 -9.11
H 21.40 -13.94 -10.46
O 18.20 -14.17 -16.17
H 18.94 -14.57 -16.63
H 18.24 -14.54 -15.28
O 15.24 -14.86 -14.73
H 15.12 -13.92 -14.55
H 15.65 -15.21 -13.93
*
```

HOMO, hartree: -0.305
M, g mol⁻¹: 439.058
Kohn-Sham gap, eV: 10.1

Mulliken population analysis, charges in e, atoms 1 to 4: number 1, O, carries -0.86; number 2, C, carries 0.76; number 3, O, carries -0.49; number 4, B, carries 1.18

=====

Which of them is the most stable, and which is the least stable? model b and model a, in that order.

=====

Model a:
CH4N2P2 | ωB97M-V with the def2-TZVPD basis set

```
! wB97M-V def2-TZVPD RIJCOSX def2/J DEFGRID3
* xyz 0 1
N 0.03 -2.38 1.31
C 0.51 -1.73 0.43
P -0.06 -0.95 -1.05
P -1.08 0.69 -0.35
N -0.03 2.09 -0.28
H -0.83 -2.28 1.96
H 1.15 -0.41 -1.45
H 0.86 2.09 -0.59
H -0.55 2.89 0.01
*
```

HOMO (spin up / spin down), hartree: -0.256 / -0.266
M, g mol⁻¹: 106.005
Kohn-Sham gap (spin up / spin down), eV: 6.5 / 7.4

Mulliken population analysis, charges in e, atoms 1 to 4: number 1, N, carries -0.40; number 2, C, carries 0.13; number 3, P, carries -0.04; number 4, P, carries -0.02

=====

Model b:
CH4N2P2 | ωB97M-V with the def2-TZVPD basis set

```
! wB97M-V def2-TZVPD RIJCOSX def2/J DEFGRID3
* xyz 0 1
C 0.20 -0.22 -0.39
N -0.32 1.08 -0.43
N 0.46 -0.80 0.93
P 0.94 0.82 -1.68
P -0.49 -1.84 -0.06
H -1.18 1.29 -0.89
H 1.31 -1.02 1.36
H 2.02 1.20 -0.62
H -2.27 -1.28 0.24
*
```

HOMO, hartree: -0.331
M, g mol⁻¹: 106.005
Kohn-Sham gap, eV: 9.6

Mulliken population analysis, charges in e, atoms 1 to 4: number 1, C, carries 0.33; number 2, N, carries -0.48; number 3, N, carries -0.37; number 4, P, carries 0.00

=====

Which of them is the most stable, and which is the least stable? model a and model b, in that order.